[1]
This record from the Open Molecules 2025 dataset describes 2 unconnected molecules or ions with the total composition C2H8OS2 in a non-equilibrium geometry. The level of theory is ωB97M-V with the def2-TZVPD basis set.

```
13
Properties=species:S:1:pos:R:3:forces:R:3:nbo_charge:R:1
S 2.349338 -0.783760 1.598834 -1.00 -1.24 -1.18 -0.163
S 3.519732 0.432942 2.685962 -0.40 0.83 0.42 -0.090
H 0.978529 -0.531584 1.699778 1.19 0.45 0.64 0.130
H 3.436712 1.513229 1.884245 0.22 -0.04 0.11 0.124
C -3.321147 -0.104033 -2.566620 2.18 -0.39 -2.92 -0.081
O -4.554260 -0.775756 -2.859104 0.34 -0.30 1.50 -0.723
C -3.529715 1.369169 -2.941687 1.51 -0.09 0.23 -0.646
H -2.750355 -0.206199 -1.624700 -1.33 -0.40 0.18 0.177
H -2.562703 -0.567837 -3.330195 -1.10 0.80 1.25 0.151
H -4.765001 -1.360930 -2.121903 -0.09 -0.01 -0.20 0.472
H -4.579338 1.435296 -3.180216 -0.30 0.75 0.35 0.234
H -3.088747 2.042414 -2.170267 -1.03 -0.26 -0.36 0.207
H -2.963466 1.615703 -3.845249 -0.19 -0.10 -0.03 0.208
```
Positions in Å, forces in eV/Å.

SMILES string: CCO.SS
relative energy (zero: lowest compared OMol25 entry of this formula, charge and spin): 149.7 kJ/mol
orbital gap: 9.638 eV
HOMO energy: -9.4394 eV

---

[2]
This record from the Open Molecules 2025 dataset describes a molecular structure, C21H28N2P2Ru in a non-equilibrium geometry. The level of theory is ωB97M-V with the def2-TZVPD basis set.

```
54
Properties=species:S:1:pos:R:3:forces:R:3:lowdin_spin:R:1
C -1.705934 2.855186 -3.645445 0.02 0.48 -0.01 0.023
C -1.368273 1.641379 -3.067987 0.93 0.55 -1.33 0.123
C 0.027602 1.289041 -3.264594 -0.43 0.22 -0.71 0.000
C 1.067461 2.279878 -3.439398 -0.75 0.37 -0.45 0.030
C 0.621933 3.555163 -3.801820 0.13 -0.05 -0.38 0.089
C -0.718269 3.779716 -4.080681 -0.44 -0.01 0.33 0.077
C 2.435871 1.921602 -3.548116 -0.69 -0.22 2.74 0.163
C 2.629872 0.547927 -3.241091 0.19 -0.82 -0.16 0.026
C 1.509672 -0.361618 -3.075051 0.72 -0.36 -1.16 0.001
C 1.689885 -1.752293 -2.735664 0.66 1.13 -1.03 0.094
C 2.929758 -2.260662 -3.046332 0.27 -0.20 -0.01 0.022
C 4.002712 -1.434309 -3.433620 0.10 0.22 0.41 0.056
C 3.889682 -0.052868 -3.338248 0.28 -0.06 -0.72 0.072
H -2.773340 3.041966 -3.804976 0.42 0.33 0.15 0.001
H 1.424634 4.236007 -4.025097 -0.24 0.66 -0.21 0.002
H -1.012988 4.675781 -4.623028 -0.01 -0.11 0.32 0.002
H 3.259957 2.713208 -3.397812 -1.27 -1.44 -1.02 0.003
H 2.996242 -3.348959 -3.051270 0.48 0.23 0.09 0.001
H 4.921085 -1.876686 -3.792559 0.09 -0.02 0.22 0.002
H 4.685896 0.646325 -3.566203 0.41 -0.46 0.04 0.001
N 0.299489 0.015504 -3.472671 -0.90 -0.53 3.15 0.204
Ru 0.134323 0.148249 0.342474 1.20 -2.36 -4.46 1.792
C -2.363689 0.785998 -2.366817 0.03 0.08 0.80 0.043
H -2.497307 -0.246694 -2.719984 0.47 0.23 -0.08 0.008
H -3.351374 1.269838 -2.414896 0.26 -0.14 0.07 0.002
C 0.634152 -2.599544 -2.135923 0.06 0.09 0.75 0.036
H -0.305740 -2.691785 -2.690195 0.14 0.38 0.00 0.006
H 1.040509 -3.604267 -1.997707 -0.13 -0.07 -0.11 0.002
P -1.888076 0.686822 -0.506534 -2.30 1.11 -1.81 0.139
P 0.243596 -2.034333 -0.382678 0.36 -0.73 -0.09 0.137
C 1.389527 -2.917750 0.744799 -0.11 -0.33 -0.45 0.023
H 0.970202 -2.762979 1.752567 0.24 -0.18 -0.29 0.002
H 1.412864 -3.982917 0.487127 0.03 0.08 0.31 0.004
H 2.405898 -2.501773 0.710266 -0.36 -0.14 -0.01 0.005
C -1.291735 -2.917026 -0.094413 0.01 -0.32 0.12 0.037
H -1.026650 -3.981726 -0.017542 -0.48 0.18 0.01 0.007
H -1.688603 -2.532594 0.857502 -0.18 -0.42 -0.39 0.004
H -1.967007 -2.736293 -0.941633 0.00 -0.16 0.44 0.001
C -2.248449 2.371217 0.128036 0.10 0.12 -0.17 0.044
H -3.196856 2.787306 -0.240676 0.18 -0.24 0.09 0.007
H -2.286732 2.298593 1.223892 0.01 0.11 -0.28 0.001
H -1.426416 3.039967 -0.153924 -0.20 -0.09 0.14 0.005
C -3.328333 -0.231870 0.157373 0.18 -0.07 -0.12 0.016
H -3.141819 -0.349099 1.235269 -0.28 -0.10 -0.30 0.001
H -4.262344 0.328865 -0.005239 0.36 -0.18 0.08 0.003
H -3.401467 -1.214220 -0.327983 -0.10 0.29 0.31 0.000
H 0.986109 1.363786 0.116551 1.51 1.94 -0.70 0.141
H 1.523806 -0.689283 0.226773 0.42 1.00 -0.20 0.103
C -0.264332 0.105647 4.609225 -0.16 0.03 0.80 0.039
C -0.426100 0.204499 3.180568 0.10 0.02 -0.13 0.235
N -0.505628 0.252587 2.022100 -1.19 -0.12 6.15 0.144
H -1.097199 0.607228 5.107565 -0.01 -0.02 -0.05 0.006
H 0.657494 0.566094 4.978751 -0.04 0.11 -0.42 0.008
H -0.245776 -0.934130 4.947970 -0.12 0.01 -0.27 0.008
```
Positions in Å, forces in eV/Å.

multiplicity: 5
relative energy (zero: lowest compared OMol25 entry of this formula, charge and spin): 142.2 kJ/mol
orbital gap (spin up / spin down): 5.847 / 5.137 eV
net charge: +2
HOMO energy (spin up / spin down): -13.1202 / -14.3648 eV

---

- Which of these has the lowest relative energy (zero: lowest compared OMol25 entry of this formula, charge and spin)?
  C21H28N2P2Ru

---

- What is the relative energy (zero: lowest compared OMol25 entry of this formula, charge and spin) in the second record?
  142.2 kJ/mol